# C21H45IrO2P3

A molecular structure, C21H45IrO2P3 at a distorted geometry (wB97M-V/def2-TZVPD, the Open Molecules 2025 dataset).

The geometry in XYZ format:
```
72
Properties=species:S:1:pos:R:3:forces:R:3
Ir -0.970034 -0.771061 -1.569043 0.056 -0.417 -0.098
P -1.494967 -1.673887 0.381028 -0.287 -0.772 2.066
P 1.246594 -0.844671 -1.628921 2.098 -0.740 -0.610
P -2.509813 0.690691 -2.199037 -1.567 0.831 -1.090
H 0.153472 1.755201 2.679170 -0.233 0.097 -0.021
C -0.764064 2.269002 2.395443 1.907 0.799 -0.584
C -1.986201 1.724409 2.643047 -1.508 -0.298 0.596
H -2.076962 0.755812 3.134024 -0.068 0.226 -0.183
C -0.385489 -1.238553 1.750130 -0.133 -0.091 0.337
C -1.398379 -3.479399 0.179653 -0.049 -0.025 -0.046
C -3.161754 -1.307021 0.994710 -0.159 -0.201 0.145
C 2.138164 0.117371 -0.379075 -0.207 0.426 0.242
C 1.847776 -2.552529 -1.436744 -0.100 -0.235 0.023
C 1.778826 -0.282260 -3.266381 0.046 0.219 -0.229
C -3.370059 1.510015 -0.821392 0.061 0.260 0.178
C -3.753656 -0.240964 -3.139269 -0.230 -0.077 0.002
C -1.890198 1.989459 -3.299835 0.211 0.215 0.020
H -0.659007 3.340412 2.238425 -0.068 -0.171 0.176
H -2.886867 2.313770 2.468828 0.083 -0.287 0.028
H -0.417509 -0.155546 1.924881 0.111 -0.443 -0.153
H 0.644870 -1.550840 1.542419 -0.116 0.009 0.024
H -0.722137 -1.758694 2.657861 0.109 0.101 -0.102
H -0.457501 -3.859481 0.597251 -0.221 0.077 -0.110
H -1.449951 -3.714841 -0.890867 -0.046 -0.191 0.332
H -2.249417 -3.936030 0.699387 0.238 -0.055 -0.134
H -3.170554 -0.334513 1.504118 -0.095 -0.306 -0.223
H -3.449737 -2.095459 1.702919 -0.048 0.259 -0.064
H -3.877711 -1.298696 0.164437 0.085 -0.042 0.255
H 2.939562 0.676178 -0.880388 -0.089 -0.180 0.189
H 2.568833 -0.556304 0.371463 -0.056 0.047 -0.113
H 1.449446 0.822951 0.112011 0.497 -0.364 -0.124
H 2.606212 -2.727034 -2.210364 -0.137 -0.094 0.237
H 1.017540 -3.255352 -1.575880 0.348 0.016 -0.035
H 2.287275 -2.683257 -0.438460 -0.143 0.016 -0.198
H 2.400885 -1.063895 -3.719285 -0.098 0.298 -0.042
H 2.352038 0.648380 -3.175426 -0.074 -0.217 -0.161
H 0.891337 -0.110717 -3.888869 0.374 -0.053 0.004
H -3.638240 2.528659 -1.125824 -0.096 -0.203 0.090
H -2.708968 1.566122 0.055593 -0.283 -0.042 -0.303
H -4.280287 0.954322 -0.566824 0.244 0.151 -0.031
H -3.839728 0.198054 -4.139589 -0.080 -0.197 0.157
H -4.720040 -0.194346 -2.625099 0.131 -0.090 -0.203
H -3.414358 -1.281588 -3.217399 -0.363 0.287 -0.146
H -2.460534 2.915121 -3.150760 0.054 -0.203 -0.150
H -1.996569 1.647800 -4.337881 0.137 0.131 0.266
H -0.833946 2.188412 -3.080588 -0.250 0.000 -0.195
C -0.228691 3.003877 -0.322861 -0.355 -0.371 0.655
C 0.807886 3.192912 -1.289885 0.387 0.188 -0.749
C 0.803048 4.306191 -2.111143 0.735 -1.022 0.210
C -0.214848 5.261748 -2.012513 0.055 0.391 -0.424
C -1.222753 5.111870 -1.055270 -0.820 -0.512 1.176
C -1.224059 4.021424 -0.200437 -0.213 0.888 -0.266
O -0.270879 1.929113 0.413363 0.047 0.980 -0.251
H -1.332597 -1.969139 -2.532473 0.436 0.735 -0.198
H 1.594184 2.442019 -1.336700 -0.146 0.324 -0.103
H 1.605877 4.430679 -2.841040 -0.247 0.031 0.250
H -0.217691 6.124579 -2.682985 0.003 -0.247 0.243
H -2.017631 5.854159 -0.960135 0.294 -0.151 -0.080
H -1.974174 3.893755 0.577846 -0.003 0.182 -0.323
C 4.348001 -3.573727 3.619879 -0.062 0.329 -0.227
C 3.845810 -2.284389 4.314955 -0.295 -0.201 -0.248
C 3.105258 -1.503780 3.217289 0.084 0.531 -0.115
O 2.979230 -2.319223 2.033271 -0.030 0.155 0.598
C 3.719862 -3.541826 2.212266 0.205 -0.656 -0.358
H 5.439650 -3.569125 3.542293 -0.254 -0.097 0.076
H 4.032629 -4.468113 4.164270 0.168 0.188 -0.103
H 4.671028 -1.691228 4.716233 -0.192 -0.151 0.012
H 3.152761 -2.528738 5.125239 0.229 0.071 -0.065
H 2.094717 -1.202479 3.537190 0.181 -0.113 -0.051
H 3.655767 -0.584531 2.952610 -0.133 -0.256 0.009
H 4.489977 -3.593607 1.425406 -0.230 0.031 0.258
H 3.029449 -4.387620 2.059735 0.168 0.284 0.052
```
Positions in Å, forces in eV/Å.

Summary:
Calculated total energy (eV): -57276.5220
Multiplicity: 5
Charge: +3
LUMO energy (spin up / spin down) (eV): -10.272 / -12.390
HOMO level (spin up / spin down) (eV): -16.117 / -16.297
<S²>: 6.044

Results of the Löwdin charge analysis, in e, for atoms 1 through 2: Ir 0.617; P 0.613